Entry 1:
The following is a quantum chemistry calculation of a cluster of 7 separate species, C21H57ClN9O13 in total, from the Open Molecules 2025 dataset.

The charge is -1. The calculation puts the HOMO-LUMO gap at 9.0 eV. The relative energy (zero: lowest compared OMol25 entry of this formula, charge and spin) is 81.80 kcal per mole.

Geometry as XYZ:
```
101
C21H57ClN9O13 ωB97M-V/def2-TZVPD
Cl -1.7695 0.4252 1.0549
O -0.8310 0.9336 0.0888
O -2.1963 -0.9749 0.7386
O -1.1387 0.2930 2.3543
O -2.9444 1.2342 1.1505
C -1.7185 4.8269 0.7587
O -1.5569 5.3058 -0.5256
C -1.1847 4.4320 -1.4762
C 0.2192 3.8631 -1.4439
N 1.2957 4.8439 -1.3299
C 1.5318 5.5814 -2.6009
C 2.2704 6.8871 -2.2895
O 1.2556 7.7967 -1.8460
C 0.2601 8.2529 -2.7379
H -1.7434 5.6152 1.5111
H -1.1241 3.9884 1.1217
H -2.7303 4.4938 0.9897
H -1.3917 5.0070 -2.3788
H -1.9603 3.6685 -1.5365
H 0.3251 3.3711 -2.4107
H 0.2222 3.0420 -0.7270
H 1.1332 5.4729 -0.5566
H 0.5647 5.6601 -3.0975
H 2.2512 5.0447 -3.2192
H 2.6602 7.3246 -3.2086
H 3.0767 6.7189 -1.5755
H -0.3450 9.0181 -2.2516
H -0.3392 7.4657 -3.1953
H 0.6138 8.6958 -3.6690
C 7.1172 -3.1088 4.0780
O 6.7810 -3.9823 3.0038
C 6.7864 -3.2893 1.7702
C 6.1251 -4.3677 0.7194
N 4.7735 -4.0441 0.3464
C 3.8641 -4.1576 1.5271
C 2.4152 -3.6470 1.0842
O 2.6284 -2.2173 0.7644
C 1.3503 -1.6056 0.4040
H 6.3595 -2.5358 4.6125
H 7.9795 -2.4563 3.9406
H 7.4231 -3.9221 4.7360
H 7.7865 -2.9517 1.4984
H 6.1841 -2.3897 1.8972
H 6.0911 -5.3847 1.1103
H 6.8190 -4.4959 -0.1114
H 4.6075 -3.0782 0.1020
H 4.1312 -3.5687 2.4046
H 3.8011 -5.1645 1.9398
H 1.7997 -3.7848 1.9732
H 2.0769 -4.1406 0.1731
H 0.4787 -1.9555 0.9572
H 1.0874 -1.8365 -0.6283
H 1.4891 -0.5275 0.4845
C -2.4634 -6.5049 2.6938
O -1.7568 -6.7109 1.5083
C -1.1281 -5.5338 0.9506
C -1.2281 -5.5534 -0.5909
N -0.6550 -4.3737 -1.2758
C -1.2921 -4.0302 -2.4901
C -1.1016 -2.5105 -2.6856
O 0.2780 -2.0592 -2.9395
C 0.9392 -2.3195 -4.2214
H -3.3517 -5.9261 2.4407
H -1.6982 -5.9442 3.2306
H -2.7561 -7.4408 3.1696
H -0.1201 -5.4071 1.3457
H -1.5077 -4.5353 1.1677
H -2.2962 -5.6168 -0.7986
H -0.6293 -6.3957 -0.9376
H -0.7555 -3.5471 -0.7041
H -2.3635 -4.2150 -2.5673
H -0.7026 -4.5262 -3.2613
H -1.4657 -1.9660 -1.8144
H -1.8333 -2.0948 -3.3785
H 0.9479 -3.3401 -4.6041
H 1.9252 -1.8770 -4.3630
H 0.3360 -1.8093 -4.9724
C -5.7086 3.5320 -0.0764
O -6.3796 4.4279 -0.4785
N -4.7230 3.1677 -0.7894
N -5.7133 2.7907 0.9437
H -4.6960 3.7593 -1.6076
H -3.9976 2.5961 -0.3805
H -6.5220 2.8175 1.5481
H -4.9598 2.1483 1.1429
C -3.9975 -0.4165 -2.4812
O -4.7750 -0.2472 -3.3952
N -4.2372 -1.0547 -1.3907
N -2.8431 0.2417 -2.3783
H -3.6369 -0.8358 -0.6085
H -5.1354 -1.5139 -1.3413
H -2.4419 0.3206 -1.4548
H -2.6890 0.9175 -3.1130
C -0.9368 3.0035 4.7094
O -0.8617 3.7295 5.6615
N -1.9635 3.0257 3.9485
N 0.0553 2.2410 4.3281
H -2.0693 2.3660 3.1910
H -2.6380 3.7150 4.2485
H -0.1050 1.4591 3.7092
H 0.9920 2.3710 4.6827
```


Entry 2:
The following is a quantum chemistry calculation of a cluster of 8 separate species, C21H58O8 in total, from the Open Molecules 2025 dataset.

The charge is 0. The calculation puts the HOMO-LUMO gap at 9.9 eV. The relative energy (zero: lowest compared OMol25 entry of this formula, charge and spin) is 28.95 kcal per mole.

Geometry as XYZ:
```
87
C21H58O8 ωB97M-V/def2-TZVPD
C 12.7586 -22.4526 -11.3664
C 13.1743 -21.7969 -10.0576
C 12.1203 -21.9175 -8.9642
O 14.3628 -22.3666 -9.5102
H 13.5601 -22.9677 -11.8978
H 12.3573 -21.7191 -12.0743
H 11.9588 -23.1892 -11.2467
H 13.3569 -20.7282 -10.2236
H 11.8286 -22.9537 -8.8034
H 11.2880 -21.2298 -9.1045
H 12.5931 -21.5653 -8.0434
H 15.1367 -21.8834 -9.8088
C 11.6366 -19.7254 -0.8403
C 11.4629 -18.4249 -0.0919
C 12.5306 -18.2160 0.9647
O 11.5429 -17.3652 -1.0634
H 10.9881 -19.8028 -1.7131
H 11.3766 -20.5757 -0.2001
H 12.6712 -19.9293 -1.1304
H 10.4819 -18.4543 0.3932
H 13.5433 -18.2776 0.5703
H 12.4558 -18.9862 1.7385
H 12.3639 -17.2486 1.4424
H 11.2131 -16.5735 -0.6260
C 7.2112 -22.2533 -8.2716
C 6.7947 -22.8124 -6.9306
C 7.4720 -24.1408 -6.6131
O 7.0672 -21.8284 -5.9211
H 7.3067 -23.0464 -9.0115
H 8.1665 -21.7261 -8.2256
H 6.4737 -21.5329 -8.6308
H 5.7151 -23.0096 -6.9048
H 8.5347 -23.9660 -6.4227
H 7.3046 -24.8564 -7.4159
H 7.0816 -24.5939 -5.6964
H 6.5758 -22.0537 -5.1266
C 11.8338 -17.2319 -8.1604
C 12.8727 -16.1975 -8.5742
C 12.5801 -15.6795 -9.9863
O 12.8910 -15.1048 -7.6612
H 11.7299 -18.0360 -8.8902
H 10.8701 -16.7206 -8.0654
H 12.0993 -17.6939 -7.2106
H 13.8667 -16.6500 -8.6120
H 13.3079 -14.9151 -10.2651
H 11.6169 -15.1550 -9.9775
H 12.5581 -16.4581 -10.7471
H 11.9725 -14.9096 -7.4528
C 6.5388 -18.2330 -6.9251
C 6.9092 -18.3547 -5.4726
C 7.7333 -17.1893 -4.9459
O 5.7608 -18.5533 -4.6327
H 7.3796 -17.9377 -7.5551
H 5.7587 -17.4978 -7.1391
H 6.2117 -19.2092 -7.2918
H 7.5229 -19.2578 -5.3579
H 7.1819 -16.2513 -4.9085
H 8.6347 -17.0328 -5.5546
H 8.2305 -17.3836 -3.9882
H 6.0779 -18.9046 -3.7962
C 11.9386 -21.6711 -4.7981
C 10.6884 -20.8775 -5.0730
C 10.9128 -19.3739 -5.0373
O 10.2159 -21.2099 -6.4075
H 11.6817 -22.7234 -4.6552
H 12.3609 -21.3719 -3.8357
H 12.6227 -21.5595 -5.6352
H 9.8596 -21.1361 -4.4020
H 10.0757 -18.8343 -5.4758
H 11.8246 -19.1265 -5.5790
H 11.0232 -19.0707 -3.9938
H 9.2544 -21.2234 -6.3451
C 14.5304 -19.5990 -6.6803
C 15.6965 -18.7940 -6.1156
C 16.2867 -17.8854 -7.1839
O 15.2470 -18.0107 -5.0143
H 14.0762 -20.1118 -5.8270
H 14.9160 -20.4072 -7.3092
H 13.7775 -19.0283 -7.2242
H 16.4084 -19.5174 -5.7204
H 16.2730 -18.3778 -8.1599
H 17.2772 -17.5353 -6.9025
H 15.6215 -17.0299 -7.3270
H 14.3355 -17.7321 -5.1596
O 13.1011 -17.3894 -3.5119
H 12.3732 -17.0374 -2.9876
H 13.5049 -18.0426 -2.9342
```


Entry 3:
The following is a quantum chemistry calculation of a cluster of 10 separate species, C21H59ClNO11 in total, from the Open Molecules 2025 dataset.

The charge is 0. The calculation puts the HOMO-LUMO gap (spin up / spin down) at 8.6 / 9.7 eV. The spin multiplicity is 2.

Geometry as XYZ:
```
93
C21H59ClNO11 ωB97M-V/def2-TZVPD
C 0.5590 3.9964 1.6284
O 0.3229 3.0131 0.6458
C 0.7211 3.4195 -0.6496
C -0.0484 2.6428 -1.7100
C -0.1934 1.1410 -1.4137
C -1.6577 0.6804 -1.3998
C -2.4481 1.2988 -0.2440
C -3.7888 0.6117 0.0691
C -3.8619 0.0879 1.4960
C -2.9246 -1.0814 1.8517
C -2.3975 -1.9368 0.6929
C -2.2506 -3.4044 1.1101
C -1.9092 -4.3769 -0.0138
C -0.4447 -4.3948 -0.4686
Cl -0.2585 -5.9882 -1.3840
C -0.1921 -3.2885 -1.5050
C 1.2423 -2.7691 -1.5261
C 1.3406 -1.6067 -2.5206
C 2.2768 -3.8155 -1.9233
N 1.4709 -2.2225 -0.1639
O 0.8397 -1.1345 0.0596
C 1.4983 -3.2033 0.9518
C 2.9310 -3.6952 1.2197
C 1.0552 -2.4893 2.2279
C 0.5682 -4.4396 0.6932
H 0.0764 3.6660 2.5438
H 0.1523 4.9583 1.3199
H 1.6267 4.1230 1.8355
H 1.7936 3.2741 -0.7919
H 0.5293 4.4883 -0.7908
H 0.5052 2.7670 -2.6404
H -1.0186 3.1156 -1.8641
H 0.3314 0.5756 -2.1822
H 0.2198 0.8995 -0.4380
H -1.6791 -0.4068 -1.3052
H -2.1318 0.9473 -2.3465
H -2.6640 2.3314 -0.5266
H -1.8189 1.3522 0.6444
H -4.0119 -0.1495 -0.6799
H -4.5856 1.3508 -0.0298
H -3.5915 0.9258 2.1371
H -4.8884 -0.1500 1.7670
H -2.0792 -0.7170 2.4370
H -3.4724 -1.7474 2.5217
H -1.4050 -1.5693 0.4286
H -3.0597 -1.9113 -0.1697
H -1.5494 -3.4842 1.9383
H -3.2171 -3.7216 1.5086
H -2.5222 -4.1519 -0.8876
H -2.1792 -5.3832 0.3015
H -0.8561 -2.4421 -1.3457
H -0.4220 -3.7006 -2.4855
H 1.3778 -2.0121 -3.5297
H 0.4942 -0.9337 -2.4325
H 2.2594 -1.0510 -2.3453
H 3.2650 -3.3572 -1.8891
H 2.0854 -4.1059 -2.9518
H 2.2773 -4.6988 -1.2960
H 3.5298 -3.7729 0.3192
H 3.4231 -2.9915 1.8889
H 2.9009 -4.6453 1.7442
H 0.0031 -2.2211 2.2162
H 1.6632 -1.6097 2.4124
H 1.2400 -3.1875 3.0450
H 1.2011 -5.3042 0.5283
H 0.0531 -4.6381 1.6294
O 3.7473 -4.6759 4.2796
H 4.2275 -5.2357 4.8975
H 4.2577 -3.8610 4.2456
O -2.2840 5.1242 0.7392
H -1.8544 4.2761 0.5625
H -2.6084 5.4123 -0.1192
O 3.0905 4.7697 -2.4822
H 3.1454 5.6952 -2.2224
H 4.0009 4.5333 -2.7259
O -5.0360 1.8121 4.1634
H -5.7172 2.4071 3.8384
H -4.4026 2.3827 4.6178
O 3.1687 5.7510 -5.4228
H 2.7909 5.0103 -5.9104
H 2.9555 5.5449 -4.4993
O 5.4291 4.5541 -4.1045
H 5.9167 3.7294 -4.1943
H 5.0942 4.7625 -4.9860
O 1.1309 7.2903 -6.7858
H 0.7665 8.1457 -6.5446
H 1.9465 7.2017 -6.2725
O -0.1233 -2.5273 5.4570
H 0.5060 -3.2379 5.2989
H -0.5663 -2.4072 4.6115
O -2.2796 2.1554 5.1837
H -1.4415 2.3522 5.6107
H -2.1672 1.2790 4.8017
```


Entry 4:
The following is a quantum chemistry calculation of a cluster of 6 separate species, C21H59N5O6 in total, from the Open Molecules 2025 dataset.

The charge is 0. The calculation puts the HOMO-LUMO gap at 9.5 eV. The relative energy (zero: lowest compared OMol25 entry of this formula, charge and spin) is 107.20 kcal per mole.

Geometry as XYZ:
```
91
C21H59N5O6 ωB97M-V/def2-TZVPD
C -2.5826 -7.0165 8.1852
O -1.4947 -6.2146 8.5380
C -1.5250 -4.8375 8.6012
C -1.4997 -4.0790 7.2316
C -1.5360 -2.6013 7.3828
N -2.5489 -4.3821 6.3902
H -2.2037 -7.9970 8.4736
H -2.8160 -7.0629 7.1215
H -3.5701 -6.9133 8.6349
H -2.4397 -4.5571 9.1235
H -0.7460 -4.4668 9.2674
H -0.6228 -4.5021 6.7416
H -1.1889 -2.2120 8.3400
H -2.5284 -2.1597 7.2924
H -1.0552 -2.2312 6.4773
H -2.4665 -3.7130 5.6381
H -2.4351 -5.3517 6.1312
C 2.8346 -9.2659 -2.1273
O 1.8281 -8.3298 -1.7585
C 1.2191 -8.8245 -0.5507
C -0.0531 -8.0577 -0.1341
C 0.0697 -6.4994 -0.1094
N -0.8788 -8.5842 0.9219
H 2.4248 -10.2186 -2.4627
H 3.4262 -9.4454 -1.2296
H 3.5030 -8.9480 -2.9274
H 0.8438 -9.8386 -0.6886
H 1.9401 -8.9045 0.2628
H -0.6155 -8.1049 -1.0667
H -0.8587 -5.9329 -0.1822
H 0.7531 -6.0424 -0.8251
H 0.5796 -6.1669 0.7948
H -1.2239 -9.5112 0.7178
H -0.3331 -8.8740 1.7209
C 0.2295 9.6446 5.0938
O 0.0836 9.1964 3.7833
C 1.0548 9.6324 2.8638
C 0.9903 8.7679 1.5120
C 1.8324 9.2989 0.2593
N -0.3250 8.3446 1.0610
H -0.4930 9.1440 5.7384
H -0.0457 10.6917 5.2202
H 1.2399 9.5689 5.4954
H 0.7911 10.6588 2.6088
H 2.0680 9.6674 3.2642
H 1.6733 7.9358 1.6828
H 1.7662 10.3658 0.0459
H 1.4647 8.8701 -0.6729
H 2.8936 9.0647 0.3429
H -0.6994 9.1612 0.5993
H -0.7821 8.2443 1.9560
C 6.9651 -3.1138 -2.0353
O 6.4593 -2.0728 -1.2833
C 5.6620 -1.2642 -2.1767
C 6.2943 0.1549 -2.2031
C 7.0039 0.7638 -0.8822
N 5.3681 1.1294 -2.7479
H 7.4151 -3.7248 -1.2528
H 7.8043 -2.6904 -2.5872
H 6.2707 -3.6585 -2.6750
H 5.5126 -1.6412 -3.1884
H 4.7675 -1.3364 -1.5581
H 7.0560 0.0641 -2.9776
H 7.3641 1.7843 -1.0126
H 7.8584 0.1562 -0.5841
H 6.2736 0.7246 -0.0740
H 4.5027 1.1371 -2.2271
H 5.0010 0.7319 -3.6007
C -7.4125 2.4971 -8.3895
O -7.3308 3.8452 -8.5156
C -6.0523 4.4488 -8.5980
C -5.1066 3.9992 -7.4288
C -5.4757 4.4011 -6.0563
N -3.7678 4.4636 -7.6060
H -8.4710 2.2451 -8.3246
H -7.1680 2.1277 -7.3936
H -6.9403 1.8546 -9.1326
H -5.5371 4.0934 -9.4904
H -6.0793 5.5304 -8.7304
H -4.9997 2.9158 -7.3750
H -5.6965 5.4521 -5.8700
H -4.7204 4.0301 -5.3634
H -6.4003 3.9532 -5.6921
H -3.3853 4.1241 -8.4769
H -3.2663 3.9438 -6.9000
C -1.0236 1.7841 0.3962
O -0.5920 2.6417 -0.6484
H -0.5328 0.8118 0.4408
H -0.6927 2.1685 1.3609
H -2.0948 1.5833 0.4139
H -0.7748 3.5303 -0.3347
```


Entry 5:
The following is a quantum chemistry calculation of a cluster of 7 separate species, C21H60N6O7 in total, from the Open Molecules 2025 dataset.

The charge is 0. The calculation puts the HOMO-LUMO gap at 9.3 eV. The relative energy (zero: lowest compared OMol25 entry of this formula, charge and spin) is 0.00 kcal per mole.

Geometry as XYZ:
```
94
C21H60N6O7 ωB97M-V/def2-TZVPD
C 2.6542 -3.3386 1.2222
O 3.6320 -2.3463 1.1614
C 4.5785 -2.4670 2.2302
C 5.7058 -1.4989 1.9609
C 6.8647 -1.7977 2.9143
N 5.2571 -0.1145 2.1781
H 3.1217 -4.3295 1.2638
H 2.0115 -3.2774 0.3413
H 1.9333 -3.2682 2.0527
H 4.0361 -2.2300 3.1578
H 4.9068 -3.5071 2.3340
H 5.9980 -1.6402 0.9133
H 7.7644 -1.2636 2.5875
H 7.1125 -2.8572 2.9113
H 6.6547 -1.3941 3.9037
H 6.0053 0.4947 1.8710
H 4.4155 0.1037 1.6586
C -1.7225 -4.3083 -4.2144
O -2.8323 -3.9262 -3.4555
C -2.6822 -4.1770 -2.0639
C -1.6426 -3.3159 -1.3978
C -1.3911 -3.6687 0.0601
N -2.0881 -1.9154 -1.4528
H -0.8101 -3.7215 -4.0647
H -2.0052 -4.2543 -5.2654
H -1.4316 -5.3552 -4.0208
H -3.6402 -3.9655 -1.5810
H -2.5071 -5.2575 -1.9550
H -0.6926 -3.3960 -1.9453
H -1.1354 -4.7326 0.1002
H -2.2358 -3.4083 0.6908
H -0.4904 -3.1362 0.3698
H -2.2201 -1.5910 -2.4082
H -1.2933 -1.3464 -1.1597
C 0.7012 -0.7753 -4.2458
O 0.1447 0.3256 -4.9217
C -0.6900 1.1036 -4.1199
C -2.1667 0.7661 -4.3239
C -2.5764 0.6747 -5.7778
N -2.9588 1.7574 -3.5838
H 1.0600 -0.4811 -3.2538
H 1.5166 -1.2424 -4.7936
H -0.0222 -1.5822 -4.0535
H -0.5254 0.9427 -3.0514
H -0.5915 2.1670 -4.3623
H -2.4061 -0.2233 -3.9247
H -3.5699 0.2116 -5.8500
H -1.9069 0.0513 -6.3720
H -2.7431 1.6197 -6.3072
H -2.6980 2.6846 -3.9052
H -3.9456 1.6530 -3.7822
C -3.0652 0.3058 1.2938
O -3.1954 1.2017 2.3586
C -3.3483 0.5380 3.5879
C -4.7719 0.0900 3.8569
C -5.6809 1.2854 4.0624
N -4.7505 -0.7679 5.0394
H -3.9631 -0.2818 1.0746
H -2.2064 -0.3681 1.4290
H -2.8191 0.7649 0.3318
H -2.5898 -0.2488 3.7185
H -3.0408 1.2176 4.3948
H -5.1643 -0.4695 2.9969
H -6.7319 1.0902 3.8474
H -5.3672 2.0892 3.3941
H -5.5956 1.6668 5.0840
H -5.6910 -1.0077 5.3349
H -4.2999 -1.6640 4.8990
N 1.8013 0.2170 0.8615
C 0.9385 0.2427 -0.1950
N 0.1694 1.3816 -0.2889
O 0.8165 -0.7131 -0.9620
H 1.8293 0.9693 1.5386
H 2.2642 -0.6605 1.0238
H 0.5561 2.2083 0.1340
H -0.3348 1.4785 -1.1516
C 1.5872 5.0442 -1.2215
C 0.2754 5.3760 -0.5508
O -0.6069 4.2521 -0.5164
H 2.1885 5.9690 -1.2829
H 1.5033 4.6545 -2.2287
H 2.2599 4.5119 -0.5405
H -0.2192 6.1939 -1.0922
H 0.3797 5.7678 0.4598
H -1.1361 4.1930 -1.3157
C 3.2953 4.2835 2.8539
C 3.5662 2.7941 2.7694
O 2.3444 2.0551 3.0194
H 2.5913 4.5819 3.6305
H 2.8871 4.6857 1.9216
H 4.2141 4.8585 3.0093
H 4.3163 2.4808 3.4915
H 3.8998 2.5869 1.7524
H 2.4407 1.7001 3.9069
```